[1]
C24H40N2Se2Si2SnTe as an isolated structure. Source: the Open Molecules 2025 dataset; level of theory: the ωB97M-V functional and the def2-TZVPD basis.

The HOMO-LUMO gap comes out at 6.31 eV. As for the net charge: +2. For the energy relative to the best compared isomer or geometry (same formula, charge and spin), the calculation gives 11.3 kcal per mole. The calculation puts the HOMO energy at -0.4825 Ha. The largest force on an atom comes out at 0.82 eV/Å. The calculated total energy is -188078.63989 eV.

Last column: Löwdin charge in e.
Cartesian coordinates (Å):
Sn1 -0.19 -1.21 -1.37  1.0359
C1 5.43 -2.46 -1.17  -0.3746
Se1 3.99 -1.70 -0.11  0.8215
C2 3.73 -3.23 1.07  -0.5503
C3 2.88 -4.31 0.42  -0.5262
Se2 1.02 -3.82 0.10  0.8423
C4 0.26 -4.30 1.83  -0.3433
H1 6.34 -2.51 -0.58  0.0322
H2 5.58 -1.78 -2.01  0.0216
H3 5.16 -3.44 -1.54  0.0252
H4 3.29 -2.85 1.99  0.0594
H5 4.72 -3.62 1.31  0.0792
H6 2.82 -5.21 1.03  0.0784
H7 3.27 -4.58 -0.55  0.0568
H8 0.51 -5.33 2.04  0.0392
H9 -0.82 -4.20 1.75  0.0182
H10 0.64 -3.65 2.61  0.0321
C5 -3.39 2.04 -1.65  -0.0108
C6 -2.23 1.28 -1.71  -0.1238
N1 -2.20 0.00 -1.40  -0.0715
C7 -3.35 -0.62 -1.03  -0.1709
C8 -4.56 0.07 -0.92  -0.1229
C9 -4.55 1.44 -1.23  0.0462
C10 -5.75 -0.64 -0.55  0.0138
C11 -5.73 -1.98 -0.39  0.0166
C12 -4.50 -2.72 -0.58  -0.1169
C13 -4.45 -4.12 -0.56  0.0429
C14 -3.27 -4.76 -0.80  0.0007
C15 -2.11 -3.99 -1.01  -0.1389
N2 -2.13 -2.67 -0.99  -0.0289
C16 -3.32 -2.04 -0.83  -0.1572
H11 -3.36 3.09 -1.92  0.1308
H12 -1.29 1.73 -2.02  0.0996
H13 -5.48 2.01 -1.16  0.1405
H14 -6.67 -0.08 -0.44  0.1341
H15 -6.63 -2.52 -0.15  0.1343
H16 -5.36 -4.69 -0.38  0.1396
H17 -3.20 -5.84 -0.84  0.1292
H18 -1.16 -4.47 -1.21  0.0567
C17 -1.52 3.57 1.04  -0.1725
Si1 -1.06 2.27 2.28  0.3939
C18 -1.14 2.94 4.00  -0.1689
C19 -2.10 0.73 2.11  -0.1673
C20 0.73 1.72 2.03  -0.5360
Te1 1.37 0.88 0.18  1.1350
C21 1.44 2.70 -0.94  -0.5237
Si2 3.25 3.09 -1.40  0.3794
C22 3.75 1.71 -2.56  -0.1746
C23 3.28 4.74 -2.24  -0.1702
C24 4.26 3.04 0.15  -0.1842
H19 -2.58 3.83 1.16  0.0495
H20 -1.36 3.26 0.01  -0.0020
H21 -0.95 4.49 1.22  0.0513
H22 -2.16 3.27 4.25  0.0488
H23 -0.47 3.80 4.12  0.0474
H24 -0.84 2.18 4.73  0.0453
H25 -3.15 0.97 1.88  0.0419
H26 -2.09 0.17 3.04  0.0477
H27 -1.73 0.08 1.32  -0.0173
H28 0.99 0.97 2.79  0.0217
H29 1.43 2.56 2.16  0.0231
H30 0.99 3.46 -0.28  0.0092
H31 0.82 2.61 -1.84  0.0061
H32 3.29 1.83 -3.54  0.0443
H33 3.46 0.73 -2.16  -0.0104
H34 4.84 1.69 -2.70  0.0493
H35 2.67 4.73 -3.15  0.0422
H36 4.31 4.99 -2.52  0.0493
H37 2.91 5.53 -1.58  0.0443
H38 4.32 2.02 0.56  0.0146
H39 3.85 3.70 0.93  0.0429
H40 5.29 3.37 -0.05  0.0490

---

[2]
C27H41ClN2O6PV as an isolated structure in a non-equilibrium geometry. Source: the Open Molecules 2025 dataset; level of theory: the ωB97M-V functional and the def2-TZVPD basis.

Its expectation value of S² is 3.76. The HOMO-LUMO gap (spin up / spin down) comes out at 4.76 / 6.96 eV. As for the net charge: -1. For the energy relative to the best compared isomer or geometry (same formula, charge and spin), the calculation gives 0.0 kcal per mole. The calculation puts the HOMO energy (spin up / spin down) at -0.0774 / -0.1582 Ha. The largest force on an atom comes out at 6.67 eV/Å. Its multiplicity is 4. The calculated total energy is -91423.39341 eV.

Last column: Löwdin charge in e.
Cartesian coordinates (Å):
V1 1.33 1.10 1.63  0.7126
O1 1.55 5.17 1.51  -0.2832
Cl1 1.49 3.75 1.60  0.7751
O2 0.76 3.13 2.79  -0.4257
O3 2.78 2.99 1.77  -0.3972
O4 0.86 3.02 0.47  -0.3955
C1 5.55 1.08 -5.71  -0.0553
C2 4.09 1.26 -5.31  -0.2225
C3 3.22 1.99 -6.13  -0.0662
C4 1.86 2.10 -5.83  -0.1041
C5 1.36 1.52 -4.69  -0.0160
C6 2.22 0.77 -3.86  -0.2304
N1 1.78 0.23 -2.69  0.0735
C7 1.80 -1.11 -2.36  -0.1803
C8 1.54 -2.14 -3.32  -0.0216
C9 1.42 -3.46 -2.89  -0.1184
C10 1.68 -3.83 -1.59  -0.1179
C11 2.03 -2.86 -0.64  -0.0312
C12 2.04 -1.50 -0.97  -0.0584
C13 2.23 -0.47 0.11  -0.5565
O5 2.26 -0.77 1.35  -0.0950
O6 2.21 0.77 -0.19  -0.1127
C14 3.58 0.63 -4.17  -0.1581
C15 4.48 -0.15 -3.27  -0.0167
H1 5.66 1.58 -6.67  0.0623
H2 5.84 0.04 -5.82  0.0755
H3 6.22 1.60 -5.01  0.0833
H4 3.65 2.49 -6.99  0.0959
H5 1.21 2.74 -6.46  0.1059
H6 0.29 1.54 -4.48  0.1138
H7 1.76 0.83 -1.83  0.1308
H8 1.40 -1.87 -4.36  0.1097
H9 1.12 -4.22 -3.62  0.0998
H10 1.60 -4.89 -1.30  0.0949
H11 2.31 -3.15 0.38  0.1206
H12 4.45 -1.22 -3.48  0.0958
H13 4.24 -0.01 -2.21  0.0856
H14 5.52 0.17 -3.39  0.0688
C16 -3.81 0.23 4.41  -0.0894
C17 -2.28 0.32 4.05  -0.5693
C18 -1.75 1.73 4.42  -0.0928
C19 -1.58 -0.68 5.01  -0.1043
P1 -1.90 -0.02 2.23  0.9148
N2 -0.34 0.46 1.96  -0.3421
C20 -2.97 0.96 1.07  -0.5861
C21 -4.42 0.44 0.95  -0.0877
C22 -3.00 2.46 1.48  -0.0859
C23 -2.24 1.02 -0.33  -0.0790
C24 -1.86 -1.87 1.97  -0.5854
C25 -0.59 -2.51 2.58  -0.0889
C26 -3.13 -2.64 2.54  -0.0786
C27 -1.76 -2.17 0.45  -0.0965
H15 -3.93 0.59 5.45  0.0847
H16 -4.19 -0.78 4.32  0.0538
H17 -4.40 0.90 3.78  0.0470
H18 -1.53 1.72 5.48  0.0699
H19 -2.46 2.54 4.22  0.0676
H20 -0.83 1.96 3.89  0.0302
H21 -1.79 -0.37 6.06  0.0843
H22 -0.50 -0.66 4.87  0.0794
H23 -1.94 -1.71 4.93  0.0505
H24 -4.95 0.54 1.91  0.0562
H25 -4.47 -0.60 0.62  0.0573
H26 -4.99 1.05 0.26  0.0695
H27 -3.65 2.60 2.36  0.0683
H28 -3.46 2.97 0.65  0.0744
H29 -1.98 2.86 1.63  0.0804
H30 -1.77 0.11 -0.65  0.0405
H31 -1.49 1.82 -0.32  0.0657
H32 -3.01 1.26 -1.06  0.0760
H33 -0.52 -2.37 3.65  0.0417
H34 0.32 -2.12 2.13  0.0567
H35 -0.70 -3.60 2.43  0.0849
H36 -3.21 -2.60 3.62  0.0449
H37 -3.02 -3.68 2.23  0.0688
H38 -4.06 -2.22 2.14  0.0599
H39 -0.85 -1.72 0.03  0.0699
H40 -2.64 -1.82 -0.11  0.0654
H41 -1.75 -3.27 0.32  0.0822

---

[3]
One molecule with the formula C4H9NO2 in a non-equilibrium geometry. Source: the Open Molecules 2025 dataset; level of theory: the ωB97M-V functional and the def2-TZVPD basis.

The HOMO-LUMO gap comes out at 10.13 eV. For the energy relative to the best compared isomer or geometry (same formula, charge and spin), the calculation gives 88.1 kcal per mole. The calculation puts the HOMO energy at -0.3388 Ha. The largest force on an atom comes out at 1.67 eV/Å. Its structure (SMILES) is OC[C@@H]1C[C@H](O)N1. The calculated total energy is -9876.24002 eV.

Last column: Löwdin charge in e.
Cartesian coordinates (Å):
C1 -0.55 1.19 -0.60  0.0006
C2 -0.30 0.36 0.66  -0.3657
C3 -1.01 -0.99 0.72  -0.2523
O1 -0.37 -1.83 1.65  -0.0657
N1 1.12 0.11 0.40  -0.0081
C4 1.18 0.52 -0.97  -0.2647
O2 1.02 -0.40 -1.99  -0.0166
H1 -0.56 2.27 -0.43  0.0690
H2 -1.60 1.00 -1.00  0.1038
H3 0.06 -0.45 -2.07  0.0701
H4 -0.45 0.87 1.62  0.1416
H5 -2.05 -0.87 1.06  0.1236
H6 -1.03 -1.45 -0.28  0.1163
H7 0.56 -1.85 1.38  0.0802
H8 1.76 0.62 1.00  0.1198
H9 2.22 0.91 -1.15  0.1482

---

[4]
One molecule with the formula C4H7N in a non-equilibrium geometry. Source: the Open Molecules 2025 dataset; level of theory: the ωB97M-V functional and the def2-TZVPD basis.

The HOMO-LUMO gap comes out at 9.94 eV. For the energy relative to the best compared isomer or geometry (same formula, charge and spin), the calculation gives 25.6 kcal per mole. The calculation puts the HOMO energy at -0.3230 Ha. The largest force on an atom comes out at 2.79 eV/Å. Its structure (SMILES) is C1=CCNC1. The calculated total energy is -5750.30555 eV.

Last column: Löwdin charge in e.
Cartesian coordinates (Å):
C1 -0.29 1.18 0.39  -0.2256
C2 -0.25 -1.21 0.15  -0.2202
C3 0.92 -0.59 -0.54  -0.1099
C4 0.98 0.72 -0.36  -0.0767
H1 -0.07 1.58 1.43  0.1136
H2 -0.82 2.00 -0.21  0.1260
H3 -1.83 -0.04 -0.21  0.0867
H4 -0.89 -1.87 -0.50  0.1168
H5 -0.05 -1.86 1.02  0.1060
H6 1.70 -1.27 -0.96  0.1093
H7 1.68 1.38 -0.70  0.0649
N1 -1.09 -0.02 0.47  -0.0907